{"formula": "C37H47AlClF24O17S", "method": "ωB97M-V with the def2-TZVPD basis set", "elements": ["C", "C", "C", "Al", "S", "C", "C", "O", "Cl", "H", "H", "H", "H", "H", "H", "H", "C", "C", "O", "C", "O", "C", "F", "F", "F", "H", "H", "H", "H", "H", "C", "C", "O", "C", "O", "C", "F", "F", "F", "H", "H", "H", "H", "H", "C", "C", "O", "C", "O", "C", "F", "F", "F", "H", "H", "H", "H", "H", "C", "C", "O", "C", "O", "C", "F", "F", "F", "H", "H", "H", "H", "H", "C", "C", "O", "C", "O", "C", "F", "F", "F", "H", "H", "H", "H", "H", "C", "C", "O", "C", "O", "C", "F", "F", "F", "H", "H", "H", "H", "H", "C", "C", "O", "C", "O", "C", "F", "F", "F", "H", "H", "H", "H", "H", "C", "C", "O", "C", "O", "C", "F", "F", "F", "H", "H", "H", "H", "H"], "positions_angstrom": [[1.528, 2.332, 0.577], [2.227, 2.589, 1.676], [2.914, 2.681, 3.155], [4.886, 2.084, 3.051], [5.580, 2.183, 0.852], [5.166, 0.181, 3.764], [3.766, -0.319, 4.385], [3.469, 0.081, 5.558], [2.650, -1.400, 3.406], [0.814, 1.809, -0.185], [2.285, 2.022, 3.881], [2.840, 3.763, 3.585], [5.785, 3.060, 3.951], [5.740, 0.846, 0.498], [6.012, 0.210, 4.542], [5.477, -0.596, 2.967], [3.107, -3.336, 6.917], [3.878, -4.577, 7.321], [2.980, -5.651, 7.647], [2.482, -6.348, 6.599], [2.745, -6.115, 5.444], [1.587, -7.482, 7.090], [0.729, -7.087, 8.060], [2.304, -8.505, 7.611], [0.826, -8.012, 6.107], [2.389, -3.060, 7.694], [3.786, -2.497, 6.747], [2.534, -3.508, 6.002], [4.460, -4.369, 8.223], [4.586, -4.884, 6.546], [-2.289, -7.913, 6.152], [-3.178, -7.350, 7.244], [-3.198, -5.915, 7.192], [-4.033, -5.365, 6.279], [-4.734, -6.004, 5.531], [-3.991, -3.843, 6.367], [-2.730, -3.360, 6.450], [-4.648, -3.379, 7.458], [-4.555, -3.240, 5.299], [-1.289, -7.479, 6.209], [-2.209, -8.999, 6.240], [-2.683, -7.675, 5.161], [-2.774, -7.624, 8.222], [-4.192, -7.756, 7.189], [0.282, 2.337, -6.443], [1.514, 1.865, -5.696], [1.193, 1.577, -4.324], [0.631, 0.369, -4.087], [0.394, -0.447, -4.946], [0.381, 0.175, -2.592], [-0.180, 1.264, -2.009], [1.524, -0.073, -1.913], [-0.446, -0.860, -2.330], [-0.175, 3.188, -5.931], [0.539, 2.633, -7.463], [-0.475, 1.551, -6.492], [2.261, 2.660, -5.684], [1.974, 0.998, -6.180], [-6.292, 4.898, -5.367], [-5.982, 3.424, -5.548], [-5.205, 3.211, -6.737], [-3.875, 3.441, -6.626], [-3.333, 3.806, -5.611], [-3.168, 3.130, -7.942], [-3.815, 3.639, -9.016], [-3.064, 1.797, -8.160], [-1.913, 3.622, -7.991], [-6.776, 5.301, -6.261], [-6.948, 5.052, -4.508], [-5.378, 5.477, -5.212], [-6.914, 2.868, -5.677], [-5.476, 3.007, -4.673], [2.793, 4.816, -2.368], [1.920, 5.388, -1.269], [1.909, 6.826, -1.327], [1.069, 7.378, -2.231], [0.354, 6.743, -2.970], [1.124, 8.901, -2.149], [2.390, 9.374, -2.082], [0.483, 9.373, -1.054], [0.552, 9.504, -3.215], [3.798, 5.244, -2.323], [2.866, 3.730, -2.277], [2.390, 5.054, -3.357], [2.333, 5.115, -0.295], [0.902, 4.989, -1.311], [-3.507, -0.627, 8.873], [-5.023, -0.598, 8.879], [-5.519, -0.300, 10.194], [-5.529, 1.008, 10.543], [-5.150, 1.903, 9.827], [-6.123, 1.183, 11.938], [-5.634, 0.287, 12.828], [-7.467, 1.025, 11.939], [-5.882, 2.404, 12.460], [-3.133, -1.323, 9.629], [-3.130, -0.931, 7.894], [-3.093, 0.356, 9.112], [-5.408, -1.585, 8.613], [-5.417, 0.110, 8.144], [5.736, -0.889, -2.596], [6.844, 0.026, -3.079], [6.485, 0.645, -4.326], [5.677, 1.729, -4.236], [5.259, 2.175, -3.200], [5.412, 2.315, -5.616], [5.107, 1.367, -6.535], [6.484, 2.983, -6.104], [4.385, 3.192, -5.619], [5.477, -1.620, -3.368], [6.040, -1.420, -1.692], [4.826, -0.324, -2.376], [7.747, -0.560, -3.268], [7.101, 0.781, -2.330], [-1.371, -0.692, -10.063], [-2.358, -1.328, -9.103], [-2.989, -2.469, -9.707], [-2.279, -3.622, -9.683], [-1.179, -3.731, -9.199], [-3.084, -4.756, -10.310], [-3.677, -4.394, -11.472], [-4.076, -5.184, -9.495], [-2.330, -5.840, -10.593], [-1.860, -0.449, -11.011], [-0.951, 0.221, -9.636], [-0.551, -1.376, -10.295], [-3.153, -0.615, -8.871], [-1.883, -1.601, -8.156]], "mulliken_charge": [-0.260, 0.038, -0.503, 0.096, -0.290, -0.560, 0.477, -0.536, -0.238, 0.016, 0.205, 0.334, -0.262, -0.015, 0.239, 0.286, -0.971, -0.284, -0.303, 0.278, -0.509, 1.000, -0.257, -0.279, -0.252, 0.284, 0.332, 0.310, 0.333, 0.316, -1.016, -0.274, -0.297, 0.264, -0.526, 0.991, -0.242, -0.267, -0.259, 0.194, 0.383, 0.351, 0.351, 0.324, -1.010, -0.208, -0.135, 0.219, -0.562, 0.981, -0.266, -0.227, -0.268, 0.306, 0.476, 0.237, 0.093, 0.361, -1.105, -0.203, -0.313, 0.361, -0.493, 0.871, -0.271, -0.222, -0.243, 0.301, 0.369, 0.321, 0.323, 0.316, -0.806, -0.191, -0.321, 0.374, -0.517, 0.835, -0.244, -0.255, -0.248, 0.304, 0.277, 0.298, 0.160, 0.308, -1.070, -0.053, -0.343, 0.353, -0.504, 0.881, -0.244, -0.250, -0.244, 0.290, 0.288, 0.393, 0.212, 0.309, -1.052, -0.156, -0.344, 0.337, -0.454, 0.913, -0.277, -0.282, -0.235, 0.340, 0.380, 0.219, 0.301, 0.309, -1.133, -0.087, -0.332, 0.352, -0.503, 0.875, -0.243, -0.248, -0.242, 0.309, 0.309, 0.385, 0.209, 0.346], "homo_lumo_gap_ev": 7.12, "charge": -1, "spin_multiplicity": 1, "e_above_lowest_ev": 3.132, "homo_ev": -5.4}